# 1
C17H27N2O3PdS as an isolated structure, computed with ωB97M-V/def2-TZVPD.

As for the energy above the lowest of the compared OMol25 structures with the same formula, charge and spin: 10.75 kJ/mol. As for the expectation value of S²: 6.039. As for the highest occupied orbital energy (alpha / beta): -18.42 / -18.88 eV. Its LUMO energy (alpha / beta) is -9.411 / -13.072 eV.

Structure (ORCA input):
```
! wB97M-V def2-TZVPD RIJCOSX def2/J DEFGRID3
* xyz 3 5
O 0.27 -2.08 -1.17
O 0.08 -2.08 1.62
C -2.16 0.71 -1.84
H -2.00 2.09 1.04
C 1.79 2.22 0.31
H 1.42 4.56 2.31
C 0.11 -5.40 0.26
H -4.04 2.71 0.01
H 1.66 2.23 3.59
H -0.25 -3.35 3.66
H 2.65 4.54 1.02
C -3.69 1.74 -0.32
C -0.16 -4.06 2.84
H -2.58 -0.30 -1.90
H 0.38 -6.06 -3.10
H 1.07 1.74 -2.44
H 0.05 -5.95 1.18
H 0.71 -4.70 3.03
C 0.23 -3.34 -1.00
Pd -0.06 -0.56 0.20
C 0.33 -4.12 -2.22
H 0.41 -3.57 -3.14
H -2.81 2.74 -2.05
C 0.21 -6.14 -0.96
H 1.21 0.88 2.56
H -4.04 1.55 -2.48
N 1.58 2.94 -0.76
C 1.94 1.68 2.69
H -4.51 1.03 -0.19
C 2.27 4.03 1.90
H 2.94 1.28 2.82
C -3.23 1.77 -1.79
C 0.02 -3.32 1.56
H -1.04 -4.70 2.80
C 0.31 -5.49 -2.19
O -1.47 0.86 -0.54
C 0.89 4.26 -0.71
H -1.41 0.85 -2.61
H 2.83 1.92 -2.14
S 2.07 0.45 0.01
H 0.14 4.25 -1.49
H -2.68 0.45 1.13
H 3.06 3.97 2.64
C 1.86 2.41 -2.11
H 1.90 3.26 -2.79
C 0.12 -4.03 0.27
H 1.60 5.07 -0.88
H 0.40 4.38 0.25
H 0.19 -7.22 -0.91
C -2.46 1.29 0.47
N 1.91 2.63 1.55
*
```



# 2
One molecule with the formula C17H27N3O5, computed with ωB97M-V/def2-TZVPD.

As for the energy above the lowest of the compared OMol25 structures with the same formula, charge and spin: 339.89 kJ/mol. Its structure (SMILES) is CCOC(=O)N1CCN(c2c(NCCCOC(C)C)c(=O)c2=O)CC1. As for the highest occupied orbital energy: -7.80 eV. Its LUMO energy is 0.675 eV.

Structure (ORCA input):
```
! wB97M-V def2-TZVPD RIJCOSX def2/J DEFGRID3
* xyz 0 1
H -3.04 1.08 -1.47
H 5.17 1.35 0.01
H 1.59 -0.09 1.59
C 3.37 -2.00 0.66
H -2.20 3.36 1.26
C 3.83 0.59 -1.50
H -3.12 -3.78 0.40
H 0.14 3.01 1.16
H 5.20 -0.84 0.75
C 2.00 -2.11 1.34
C 0.56 -0.73 -0.02
C -0.10 0.34 -0.63
C -2.71 1.92 -0.85
H -2.03 -2.49 0.92
N -0.34 1.64 -0.34
H 2.13 -2.25 2.42
O -0.86 -0.21 -2.93
C -2.79 -2.76 0.20
C -3.98 -1.82 0.31
C -0.39 -0.46 -1.84
H 4.14 1.28 -2.27
H -2.37 -2.72 -0.80
H 2.77 0.38 -1.63
H 3.21 -1.91 -0.42
H -1.05 2.07 -2.25
H -2.11 2.03 2.43
C -1.27 2.33 -1.21
C 0.25 -1.64 -1.13
H 3.81 3.27 -0.73
C 4.19 -0.82 1.18
C -1.92 2.32 1.40
O -3.63 -0.48 -0.03
H -1.11 3.40 -1.08
N 1.20 -0.92 1.15
H 3.93 -2.92 0.84
C 3.38 2.57 -0.02
O 0.40 -2.82 -1.35
N -2.75 1.51 0.54
H -0.01 1.32 1.69
H 3.49 2.97 0.98
H 2.32 2.45 -0.24
H -4.77 -2.09 -0.40
H 1.45 -2.96 0.92
H 4.29 -0.91 2.27
H -4.38 -1.83 1.33
O -2.79 -0.17 2.05
H 4.39 -0.34 -1.62
C -0.43 2.08 1.04
C 4.08 1.21 -0.13
C -3.02 0.23 0.94
O 3.58 0.44 0.95
H -3.40 2.76 -1.00
*
```



# 3
One molecule with the formula C17H27NO4, computed with ωB97M-V/def2-TZVPD.

As for the energy above the lowest of the compared OMol25 structures with the same formula, charge and spin: 270.24 kJ/mol. Its structure (SMILES) is CCO[C@@H]1OC(C(=O)NC2CC2)=C[C@H](C2CC2)[C@H]1CCCO. As for the highest occupied orbital energy: -8.95 eV. Its LUMO energy is 0.629 eV.

Structure (ORCA input):
```
! wB97M-V def2-TZVPD RIJCOSX def2/J DEFGRID3
* xyz 0 1
H -1.26 1.23 2.17
N -2.64 -1.34 -0.50
C 0.51 3.91 2.31
H -3.01 -3.87 -1.44
C 4.07 -2.39 1.02
C -4.41 -2.26 -2.05
H 1.48 -1.30 1.16
C -0.56 0.91 1.42
H 1.54 0.26 -3.72
H 0.35 3.49 3.30
H 1.54 -0.25 -1.49
C 1.05 1.23 -3.83
O 3.23 -3.52 0.99
C 3.46 -1.17 0.31
H 1.23 1.32 2.47
C -0.99 0.06 0.49
O 0.60 1.59 -1.44
H -5.46 -2.15 -2.24
H -0.49 2.41 -2.89
O -0.20 -0.40 -0.55
H -4.68 -4.06 -0.77
H -3.79 -1.97 -2.89
C 0.83 1.47 1.46
H -1.90 -1.55 -1.15
C 0.80 2.96 1.19
C 1.90 3.82 1.74
H -4.58 -1.67 0.10
H 4.24 -0.42 0.20
C 2.29 -0.58 1.09
H -0.08 4.78 2.11
H 2.67 3.35 2.34
H 4.32 -2.13 2.05
H 2.56 1.37 0.17
H 2.63 -0.35 2.10
H 2.26 4.65 1.14
C 0.94 0.39 -0.81
C 0.02 1.46 -2.73
H 1.81 2.01 -3.80
H 0.42 3.21 0.21
H 4.98 -2.70 0.51
C 1.73 0.71 0.46
H -0.73 0.66 -2.73
C -3.94 -3.39 -1.18
H 0.56 1.26 -4.80
H 3.15 -1.48 -0.69
C -2.37 -0.48 0.51
H 2.40 -3.30 1.42
O -3.18 -0.18 1.37
C -3.89 -1.98 -0.67
*
```



# 4
C17H28BINNaO5 as an isolated structure at a distorted geometry, computed with ωB97M-V/def2-TZVPD.

As for the highest occupied orbital energy: -8.16 eV. Its LUMO energy is -1.301 eV.

Structure (ORCA input):
```
! wB97M-V def2-TZVPD RIJCOSX def2/J DEFGRID3
* xyz 0 1
H 5.12 -3.34 1.29
C 4.88 -3.03 0.28
H -1.54 -0.55 -1.72
O 1.19 -1.98 1.46
C 0.84 0.14 0.38
H 0.40 3.91 -0.26
H -2.59 0.65 -2.50
C -3.94 -0.99 -0.68
H 2.85 -1.14 -0.98
H 2.29 2.44 0.24
C 0.77 3.87 0.76
H -5.83 -0.68 2.13
C -3.12 0.13 -0.53
H 0.92 1.02 2.33
O -0.32 4.00 1.68
H 2.15 2.81 1.92
H 5.14 -3.87 -0.37
C -4.92 -1.28 0.27
H 5.50 -2.19 -0.03
O -0.21 -2.77 -0.43
H 2.06 0.88 -1.19
H -0.35 1.62 1.32
H -4.37 1.30 2.39
H -1.12 4.11 1.15
H -3.81 -1.65 -1.52
O -1.21 1.43 -1.18
H 3.12 -3.20 -0.68
C 0.09 1.41 -1.74
I -1.61 -2.98 2.13
H 0.47 2.41 -1.57
O -0.36 -0.57 0.57
H 1.42 4.73 0.90
H 0.54 -2.60 -1.00
H 1.07 1.47 -3.66
C 0.11 1.19 -3.25
H -5.54 -2.15 0.17
C -4.27 0.66 1.53
H 1.06 -0.51 -1.62
C 1.08 0.44 -1.08
C 3.09 -1.34 0.06
H 3.97 -0.75 0.33
B -0.09 -1.97 0.80
C 1.92 -0.86 1.01
C 1.56 2.60 1.03
C -3.28 0.96 0.58
N 3.43 -2.77 0.18
C 0.70 1.36 1.33
C -2.07 0.38 -1.58
H 2.40 -0.48 1.91
Na -1.18 -5.45 2.56
C -5.09 -0.45 1.38
H -0.69 1.70 -3.77
H -2.65 1.82 0.71
H 0.01 0.12 -3.46
*
```



# 5
A 3-piece molecular cluster, C17H28BN4O5 overall at a distorted geometry, computed with ωB97M-V/def2-TZVPD.

As for the energy above the lowest of the compared OMol25 structures with the same formula, charge and spin: 0.00 kJ/mol. As for the highest occupied orbital energy: -11.32 eV. Its LUMO energy is -3.555 eV.

Structure (ORCA input):
```
! wB97M-V def2-TZVPD RIJCOSX def2/J DEFGRID3
* xyz 1 1
C -1.65 -3.05 -2.36
H 0.63 -1.16 -0.58
C 4.27 -0.59 -4.83
C -5.84 -0.49 6.55
H 3.63 -1.21 -5.47
H 3.35 1.53 -1.24
H -0.94 -1.25 0.47
C -0.66 1.47 0.32
C 2.67 1.82 -0.35
H 0.49 3.22 0.85
H 5.23 -0.41 -5.31
H 5.05 -4.19 -4.67
C -0.82 0.54 -1.03
C 0.47 1.12 -1.85
H -4.23 1.44 6.73
N 0.29 -0.64 -4.64
H 5.19 -2.89 -2.58
H 1.68 -1.29 2.04
H -0.44 3.35 -0.57
H -1.75 0.78 -1.65
H -1.89 -4.11 -2.75
H -2.67 0.24 2.22
H -3.77 2.27 5.23
H 6.63 -3.40 -4.51
H -3.60 0.07 4.13
H 1.48 3.19 -1.56
C 4.47 -1.27 -3.50
O -3.32 2.10 0.13
C 1.22 2.25 -0.94
C -3.65 1.36 5.81
C -5.07 -0.66 5.27
H -6.59 -1.27 6.64
C 0.33 0.45 -4.08
N 5.08 -2.49 -3.50
H -3.85 1.31 -0.17
O -2.40 1.19 2.30
B -2.18 1.61 0.90
N 0.14 2.71 0.01
O 4.12 -0.76 -2.44
H 5.39 -2.70 -5.58
H 1.33 0.37 -2.03
H -5.16 -0.57 7.40
C 2.23 -0.39 1.56
C -0.52 -0.99 -0.57
O -5.31 -1.56 4.47
N -4.08 0.24 5.00
C 2.57 0.52 0.64
H -2.60 1.22 6.06
C 5.56 -3.23 -4.64
H 3.77 0.37 -4.68
C -1.23 -2.03 -1.61
O 0.18 1.59 -3.21
H 3.12 2.68 0.28
H -6.34 0.48 6.56
H -0.08 1.01 1.22
*
```



# 6
An isolated ion of composition C17H28FN2O5S and charge +1 at a distorted geometry, computed with ωB97M-V/def2-TZVPD.

Its structure (SMILES) is C=Cc1c(COCC)n[n+](S(=O)(=O)F)c(COCCC)c1CCCOC. As for the highest occupied orbital energy: -11.29 eV. Its LUMO energy is -5.062 eV.

Structure (ORCA input):
```
! wB97M-V def2-TZVPD RIJCOSX def2/J DEFGRID3
* xyz 1 1
H -0.29 1.69 4.15
H -1.07 4.38 0.41
C -0.61 3.22 2.15
C -0.57 3.45 0.65
C -0.34 -1.62 0.88
H -1.84 -2.87 -2.97
C 2.59 0.60 1.74
H -1.09 2.67 0.09
H -2.19 -0.34 -1.50
H 1.45 1.42 4.00
H 2.69 1.29 -1.93
H 1.58 1.24 -0.58
H 4.05 -0.77 2.59
O 0.94 0.32 -2.29
O -3.52 -0.79 2.73
C 0.25 0.45 2.52
H 0.15 -3.48 0.07
N -0.95 -0.05 2.56
C 0.64 1.36 -3.20
S -2.80 -1.71 1.96
H 0.44 3.52 0.25
C 0.54 1.61 3.45
F -3.33 -1.70 0.54
H 1.61 -2.38 -0.79
C 2.76 -0.57 -0.95
C -2.27 -0.54 -3.68
H -1.57 -3.36 0.29
H 3.23 -1.10 -1.78
C 3.45 0.12 2.74
N -1.18 -1.07 1.76
H 3.50 0.67 3.67
H -0.83 4.18 2.63
C 1.98 0.64 -1.40
C 0.95 -1.08 0.81
H 0.97 1.11 -4.20
H 2.86 1.37 1.02
H -2.62 0.48 -3.81
H 3.58 -0.21 -0.33
H 1.10 2.31 -2.93
C 1.26 -0.02 1.66
H -1.22 -0.60 -3.94
H -1.45 2.58 2.40
H -2.80 -1.17 -4.39
H 2.72 -2.12 0.52
C 1.99 -1.63 -0.12
C -0.69 -2.80 -0.03
O -0.72 -2.38 -1.36
C -2.55 -1.02 -2.27
H -3.63 -1.07 -2.15
O -2.61 -3.01 2.46
C -2.01 -2.42 -2.00
H -0.43 1.53 -3.26
O 0.64 2.77 2.67
H -2.72 -3.06 -1.49
*
```



# 7
C17H28IrN7Se4Te as an isolated structure at a distorted geometry, computed with ωB97M-V/def2-TZVPD.

As for the energy above the lowest of the compared OMol25 structures with the same formula, charge and spin: 159.96 kJ/mol. As for the expectation value of S²: 6.052. As for the highest occupied orbital energy (alpha / beta): -11.09 / -12.78 eV. Its LUMO energy (alpha / beta) is -5.369 / -7.323 eV.

Structure (ORCA input):
```
! wB97M-V def2-TZVPD RIJCOSX def2/J DEFGRID3
* xyz 2 5
C 2.17 -2.44 -3.53
H 1.75 2.82 -2.04
H 1.77 4.92 -0.75
C -3.61 -1.55 -3.05
N -0.04 2.86 -0.95
Te 0.45 -2.39 1.77
H 3.19 -2.34 -3.17
H 0.33 3.34 -2.95
N 1.58 -3.66 -2.89
N -0.03 5.68 -1.52
Se 1.50 -0.49 3.10
Se 2.47 -3.28 0.82
H 1.67 -3.63 -1.85
H -4.03 0.85 4.02
H -0.54 5.69 -2.41
C -2.62 -2.35 -2.47
H -4.28 0.48 -3.29
H -4.41 -1.99 -3.62
C -0.94 5.11 -0.47
H 1.81 5.29 -2.49
C -3.32 -0.36 2.39
H -1.85 5.72 -0.42
N -0.64 -2.47 -1.17
C -3.31 0.75 3.22
N -1.51 -0.35 -1.57
H 0.20 6.65 -1.30
C -2.36 1.74 3.01
C -2.49 0.39 -2.14
H 1.74 -1.46 -1.17
C -1.26 3.66 -0.81
C 1.35 -1.20 -3.17
H 2.18 -2.59 -4.60
Se -1.12 -4.19 -1.59
H 0.29 -1.46 -3.24
N -2.53 -3.67 -2.54
C 0.84 3.41 -1.98
C -1.57 -1.69 -1.71
C -1.41 0.49 1.14
H -1.89 3.23 -0.04
H 0.45 2.85 -0.06
H -2.47 -1.34 0.71
H -1.81 3.62 -1.75
H -0.67 2.38 1.88
C 1.22 4.86 -1.68
C -3.52 -0.17 -2.87
Se 1.81 0.89 1.30
N 1.61 -0.68 -1.82
H -2.43 1.46 -1.99
C -1.42 1.61 1.99
H 1.54 -0.41 -3.90
H -0.42 5.18 0.49
C -2.39 -0.48 1.36
Ir 0.02 0.18 -0.30
H 2.04 -4.51 -3.21
H 2.47 -0.15 -1.79
H -4.06 -1.14 2.53
H 0.57 -3.74 -3.07
H -2.32 2.62 3.65
*
```



# 8
One molecule with the formula C17H28N2O3S at a distorted geometry, computed with ωB97M-V/def2-TZVPD.

As for the energy above the lowest of the compared OMol25 structures with the same formula, charge and spin: 102.26 kJ/mol. Its structure (SMILES) is CCCCCCCCCCS(=O)(=O)N/N=C/c1ccc(O)cc1. As for the highest occupied orbital energy: -8.12 eV. Its LUMO energy is 0.619 eV.

Structure (ORCA input):
```
! wB97M-V def2-TZVPD RIJCOSX def2/J DEFGRID3
* xyz 0 1
H -4.89 -0.38 -0.22
C -5.01 -3.66 -1.30
H -0.49 4.32 -1.31
H -2.11 0.84 -0.80
H -6.36 -2.39 -0.22
O 1.64 4.70 0.15
H -1.38 2.86 -1.73
H -0.66 3.86 1.06
C -3.04 -0.15 0.86
C 4.48 -0.37 0.05
C -1.34 3.33 0.39
C 6.60 -1.44 -0.37
H -4.73 -2.89 -2.02
H -3.53 0.12 1.80
C -0.70 3.29 -1.00
H 3.79 3.83 -0.73
S 1.76 3.27 0.18
H -2.13 2.14 1.96
H 6.49 -4.46 0.63
H 7.61 -1.42 -0.73
H 2.99 -1.62 0.97
C 4.00 -1.57 0.59
H -3.52 -1.25 -0.92
H -4.14 -4.28 -1.11
C 6.11 -2.63 0.18
C -5.52 -3.04 -0.01
C -4.01 -0.98 0.02
H 4.43 -3.61 1.08
C 0.61 2.53 -1.02
H -5.78 -4.28 -1.76
C 3.61 0.79 0.00
H 1.11 2.59 -1.99
N 4.05 1.90 -0.45
C -1.66 1.97 0.99
H 2.60 0.66 0.38
C -4.45 -2.25 0.75
H -0.74 1.42 1.18
N 3.27 2.98 -0.54
H -5.88 -3.84 0.64
C 5.79 -0.33 -0.43
C 4.81 -2.69 0.66
H 6.15 0.59 -0.84
H -3.58 -2.89 0.92
O 6.94 -3.71 0.22
H 0.49 1.49 -0.73
H -4.85 -1.97 1.72
H -3.49 1.72 -0.12
C -2.60 1.12 0.13
H -2.16 -0.75 1.10
O 1.67 2.59 1.44
H -2.26 3.92 0.31
*
```